[1]
{
  "formula": "C5H9NO2",
  "method": "the ωB97M-V functional and the def2-TZVPD basis",
  "lumo_ev": 0.63,
  "multiplicity": 1,
  "e_tot_ev": -10913.73251,
  "homo_ev": -9.6,
  "smiles": "CN[C@@H](C=O)CC=O",
  "orbital_gap_ha": 0.3760,
  "total_charge": 0,
  "fmax_ev_per_a": 4.4,
  "elements": ["C", "N", "C", "C", "O", "C", "C", "O", "H", "H", "H", "H", "H", "H", "H", "H", "H"],
  "coordinates": [[-1.97689, -1.27625, -0.55718], [-0.55400, -1.27878, -0.24306], [-0.01316, 0.11798, 0.25221], [0.20440, -0.11866, 1.80649], [0.65006, 0.82556, 2.43279], [1.28578, 0.56357, -0.52077], [1.66027, 1.96180, -0.15194], [1.63531, 2.84025, -0.97601], [-2.03351, -2.20934, -1.16977], [-2.65218, -1.35964, 0.35993], [-2.33604, -0.43418, -1.20348], [-0.02028, -1.51875, -1.11363], [-0.81337, 0.81680, 0.06297], [-0.08077, -1.09881, 2.17884], [2.04152, -0.28173, -0.30695], [0.96566, 0.34280, -1.69760], [2.03721, 2.10737, 0.84716]],
  "lowdin_charge": [-0.17, -0.13, -0.27, -0.17, 0.04, -0.12, -0.28, 0.06, 0.08, 0.09, 0.08, 0.10, 0.13, 0.11, 0.14, 0.17, 0.11]
}

***

[2]
{
  "formula": "C39H42AuBF5N3O3Sb",
  "method": "the ωB97M-V functional and the def2-TZVPD basis",
  "lumo_ev": [-3.51, -4.10],
  "multiplicity": 3,
  "e_tot_ev": -76224.71760,
  "homo_ev": [-9.6, -9.6],
  "orbital_gap_ha": [0.2223, 0.2014],
  "total_charge": 1,
  "fmax_ev_per_a": 3.3,
  "elements": ["Au", "F", "C", "C", "C", "C", "O", "C", "C", "N", "C", "C", "C", "C", "C", "C", "N", "C", "C", "N", "C", "C", "C", "O", "O", "H", "H", "H", "H", "H", "H", "H", "H", "H", "H", "H", "H", "H", "H", "H", "H", "H", "H", "C", "C", "C", "C", "C", "C", "C", "Sb", "C", "C", "C", "C", "C", "C", "C", "C", "C", "C", "C", "C", "C", "C", "H", "H", "H", "H", "H", "H", "H", "H", "H", "H", "H", "H", "H", "H", "H", "H", "H", "H", "H", "H", "H", "F", "B", "F", "F", "F", "C", "H", "H", "H"],
  "coordinates": [[-2.12470, 2.40976, -1.20606], [-2.68348, 2.41254, 5.90549], [-1.76199, 1.77946, 5.16767], [-1.67927, 2.00172, 3.78855], [-0.72197, 1.34517, 3.00101], [-0.57338, 1.63904, 1.56399], [-1.31798, 2.55086, 1.12261], [0.47789, 0.99709, 0.85540], [1.33087, 0.09058, 1.43486], [1.14738, -0.14414, 2.78876], [1.95852, -1.22064, 3.31079], [3.40275, -1.19776, 2.91900], [3.00616, -0.89419, 4.31082], [0.16243, 0.41677, 3.65538], [-0.06259, 0.07680, 4.99997], [-1.02454, 0.71220, 5.77808], [-1.14294, 0.54754, 7.18011], [-2.40863, -0.06813, 7.67829], [-2.64277, 0.16833, 9.15335], [-1.43424, -0.27652, 9.94329], [-0.12869, 0.31789, 9.45345], [0.01231, 0.08486, 7.90266], [0.65021, 1.17838, -0.64189], [1.48785, 0.42512, -1.20204], [-0.00021, 2.05753, -1.35491], [-2.33410, 2.71386, 3.26909], [2.04623, -0.52305, 0.87908], [1.42607, -2.14004, 3.54352], [3.66576, -0.37665, 2.28503], [3.94181, -2.14716, 2.85741], [3.01834, 0.14454, 4.58721], [3.18654, -1.70769, 5.02691], [0.68003, -0.57803, 5.44753], [-2.29582, -1.18250, 7.55677], [-3.27522, 0.23632, 7.04332], [-3.52488, -0.34340, 9.60337], [-2.79662, 1.23993, 9.34157], [-1.34083, -1.33187, 9.90525], [-1.61120, -0.04918, 10.93205], [0.67443, -0.26664, 10.02595], [-0.00687, 1.33106, 9.77194], [0.20729, -0.98996, 7.78945], [0.92587, 0.57443, 7.61325], [-3.25378, 0.36320, -4.48577], [-2.47855, -0.62632, -5.30816], [-3.18295, -1.64410, -5.95033], [-2.56469, -2.47063, -6.88414], [-1.19755, -2.22675, -7.13158], [-0.46528, -1.29659, -6.41823], [-1.06778, -0.57558, -5.40644], [0.26386, -0.04604, -3.59129], [1.06854, 1.84308, -4.58707], [0.47160, 2.32703, -5.73541], [0.98073, 3.42124, -6.44066], [2.23175, 3.98794, -6.17772], [2.81775, 3.54869, -5.01053], [2.28381, 2.46931, -4.24704], [3.20534, 2.08640, -3.12489], [1.83432, -1.49748, -3.84162], [2.96900, -1.13184, -4.54537], [4.10534, -1.94454, -4.50626], [4.05213, -3.20376, -3.93342], [2.88103, -3.63023, -3.35715], [1.74657, -2.80281, -3.28454], [0.49236, -3.31504, -2.57386], [-4.26373, 0.49537, -4.96009], [-2.75324, 1.31660, -4.38979], [-3.42390, -0.03686, -3.46360], [-4.19718, -1.81157, -5.67224], [-3.14672, -3.15170, -7.48630], [-0.67215, -2.93407, -7.78874], [0.59788, -1.15169, -6.64599], [-0.53097, 2.00597, -6.06229], [0.36160, 3.84287, -7.29007], [2.59969, 4.87772, -6.73909], [3.75364, 3.97324, -4.63754], [3.03225, 1.05919, -2.74856], [3.06238, 2.83159, -2.31748], [4.26851, 2.20593, -3.44649], [3.00458, -0.26573, -5.14393], [5.02927, -1.61189, -4.96935], [4.92410, -3.87754, -3.97131], [2.88243, -4.57050, -2.85330], [0.69401, -4.34238, -2.23888], [-0.38084, -3.36983, -3.24507], [0.27803, -2.66780, -1.68671], [-1.52064, -0.92928, -0.20010], [-2.32713, -1.53083, -1.18843], [-1.56499, -1.34073, -2.49701], [-3.52130, -0.86750, -1.33459], [-2.51952, -2.92526, -0.98936], [-4.10469, 2.27778, -1.12294], [-4.34748, 1.25892, -0.99487], [-4.53998, 2.68261, -2.04806], [-4.38330, 2.90797, -0.31376]],
  "mulliken_spin": [0.80, 0.00, 0.00, 0.00, 0.01, 0.02, 0.03, 0.00, 0.00, 0.00, 0.00, 0.00, 0.00, 0.00, 0.00, 0.00, 0.00, 0.00, 0.00, 0.00, 0.00, 0.00, -0.08, 0.02, -0.02, 0.00, 0.00, 0.00, 0.00, 0.00, 0.00, 0.00, 0.00, 0.00, 0.00, 0.00, 0.00, 0.00, 0.00, 0.00, 0.00, 0.00, 0.00, 0.07, -0.04, 0.01, -0.01, 0.02, 0.02, 0.13, 0.60, 0.08, 0.00, 0.00, 0.00, 0.00, 0.00, 0.00, 0.12, 0.00, 0.01, 0.00, 0.00, -0.04, 0.00, 0.00, -0.02, -0.02, 0.00, 0.00, 0.00, 0.01, 0.00, 0.00, 0.00, 0.00, 0.00, 0.00, 0.00, 0.00, 0.00, 0.00, 0.00, 0.00, 0.00, 0.00, 0.00, -0.04, 0.06, 0.00, 0.00, 0.20, -0.02, 0.02, 0.01]
}

***

[3]
{
  "formula": "C12H39N3O6",
  "method": "the ωB97M-V functional and the def2-TZVPD basis",
  "lumo_ev": 0.48,
  "multiplicity": 1,
  "e_tot_ev": -29829.01710,
  "homo_ev": -9.2,
  "smiles": "COC[C@H](C)N.COC[C@H](C)N.COC[C@H](C)N.O.O.O",
  "orbital_gap_ha": 0.3564,
  "total_charge": 0,
  "fmax_ev_per_a": 3.1,
  "elements": ["C", "O", "C", "C", "C", "N", "H", "H", "H", "H", "H", "H", "H", "H", "H", "H", "H", "C", "O", "C", "C", "C", "N", "H", "H", "H", "H", "H", "H", "H", "H", "H", "H", "H", "C", "O", "C", "C", "C", "N", "H", "H", "H", "H", "H", "H", "H", "H", "H", "H", "H", "O", "H", "H", "O", "H", "H", "O", "H", "H"],
  "coordinates": [[1.82697, -0.77919, 0.71534], [0.59381, -0.93608, 1.42311], [0.69143, -1.13540, 2.79910], [1.39095, 0.05758, 3.47899], [1.74833, -0.24479, 4.91788], [0.54577, 1.20329, 3.47139], [1.44431, -0.90413, -0.29761], [2.49545, -1.62700, 0.86522], [2.26556, 0.19439, 0.93413], [-0.25440, -1.32359, 3.30713], [1.22038, -2.08475, 2.88303], [2.34906, 0.30005, 3.01927], [2.55296, -0.95701, 5.10069], [0.86323, -0.65292, 5.40585], [2.06981, 0.68843, 5.38033], [0.07481, 1.11867, 2.58193], [-0.25942, 1.17530, 4.08047], [-1.02759, -2.62717, -1.76933], [-0.19165, -3.72068, -2.13061], [0.02427, -4.62911, -1.00211], [1.20093, -4.19265, -0.14330], [2.39547, -4.10883, -0.90911], [1.33802, -5.19869, 0.92650], [-1.39546, -2.66456, -0.74396], [-1.89220, -2.56158, -2.42982], [-0.50873, -1.70390, -2.02712], [-0.86047, -4.80327, -0.38973], [0.26412, -5.61118, -1.40968], [1.04399, -3.24320, 0.36858], [3.24457, -3.79206, -0.30348], [2.19123, -3.27764, -1.58402], [2.54864, -5.09182, -1.35449], [0.47180, -5.09211, 1.43483], [1.26370, -6.09532, 0.46755], [-2.05990, 5.03940, -3.28659], [-1.07023, 4.13004, -3.75555], [0.03457, 3.78815, -2.96371], [-0.29599, 2.67254, -1.97273], [0.96300, 1.94823, -1.44093], [-1.22174, 1.66633, -2.52711], [-1.55262, 5.95006, -2.96807], [-2.78447, 4.82811, -2.50017], [-2.61507, 5.35796, -4.16887], [0.76047, 3.33910, -3.64159], [0.59501, 4.67984, -2.68281], [-0.79007, 3.12778, -1.11439], [1.83195, 2.59999, -1.35019], [1.23378, 1.20825, -2.19407], [0.73825, 1.31869, -0.57997], [-0.63834, 1.12775, -3.15136], [-1.72807, 2.12931, -3.26831], [-4.37721, 2.17631, 0.86176], [-4.28727, 2.47760, -0.04232], [-3.71408, 1.49220, 0.95384], [-2.01829, 0.82549, -0.02155], [-1.82567, 1.13928, -0.90510], [-1.64372, -0.05490, 0.00744], [-1.95500, 3.87348, 2.20498], [-1.16841, 4.30136, 1.86673], [-2.14058, 3.17852, 1.57346]],
  "lowdin_charge": [-0.09, -0.23, -0.20, -0.47, -0.07, 0.05, 0.08, 0.09, 0.09, 0.13, 0.12, 0.12, 0.08, 0.08, 0.08, 0.06, 0.08, -0.11, -0.18, -0.17, -0.51, -0.08, 0.05, 0.09, 0.08, 0.07, 0.12, 0.12, 0.11, 0.09, 0.09, 0.10, 0.06, 0.06, -0.09, -0.20, -0.20, -0.41, -0.04, 0.05, 0.08, 0.08, 0.09, 0.13, 0.13, 0.13, 0.09, 0.08, 0.05, 0.08, 0.08, -0.06, 0.02, -0.01, -0.06, -0.03, 0.03, -0.05, 0.02, -0.01]
}

***

[4]
{
  "formula": "C43H41CoN5OP2S2",
  "method": "the ωB97M-V functional and the def2-TZVPD basis",
  "lumo_ev": [-5.31, -10.02],
  "multiplicity": 6,
  "e_tot_ev": -132608.82073,
  "homo_ev": [-8.7, -11.6],
  "orbital_gap_ha": [0.1234, 0.0579],
  "total_charge": 2,
  "fmax_ev_per_a": 6.8,
  "elements": ["Co", "N", "C", "C", "C", "C", "C", "C", "N", "C", "C", "C", "S", "C", "N", "H", "H", "H", "H", "H", "H", "H", "C", "S", "C", "C", "C", "N", "P", "C", "C", "C", "C", "C", "C", "C", "C", "C", "C", "C", "C", "P", "C", "C", "C", "C", "C", "C", "C", "C", "C", "C", "C", "C", "H", "H", "H", "H", "H", "H", "H", "H", "H", "H", "H", "H", "H", "H", "H", "H", "H", "H", "H", "H", "H", "H", "H", "H", "H", "H", "H", "H", "H", "O", "N", "C", "C", "C", "C", "C", "H", "H", "H", "H", "H"],
  "coordinates": [[1.91993, -17.45970, -9.04348], [2.56432, -20.85845, -6.85181], [2.40816, -21.66971, -7.99793], [2.37184, -23.02521, -8.21059], [2.07089, -23.50011, -9.51679], [2.06142, -22.62585, -10.64205], [2.05408, -21.24389, -10.43307], [2.35900, -20.74458, -9.09807], [2.37924, -19.40679, -8.57367], [2.53289, -19.54257, -7.25326], [2.48152, -18.40660, -6.38771], [2.58964, -18.30107, -4.96881], [2.65023, -16.63182, -4.51741], [2.29787, -16.16176, -6.13877], [2.26277, -17.17514, -6.99448], [2.47978, -21.14486, -5.85991], [2.65898, -23.68183, -7.38548], [1.96498, -24.56655, -9.59729], [1.82588, -23.03472, -11.57905], [1.94484, -20.58934, -11.27257], [2.60264, -19.10559, -4.29065], [2.26029, -15.13147, -6.42606], [-0.52535, -12.39347, -14.80146], [0.28526, -13.95225, -15.27932], [1.74987, -13.67498, -14.28356], [1.54386, -14.30024, -12.89613], [2.35910, -15.59850, -12.67452], [2.30622, -16.08391, -11.34908], [0.90386, -16.23492, -10.35277], [0.55473, -14.53347, -9.82839], [1.43746, -13.99057, -8.85935], [1.41562, -12.66258, -8.53143], [0.48233, -11.80939, -9.18497], [-0.47502, -12.35667, -10.08120], [-0.41471, -13.74015, -10.42298], [-0.71540, -16.68142, -11.06369], [-1.82144, -16.67348, -10.18089], [-2.90574, -17.45808, -10.50549], [-2.97765, -18.13287, -11.76610], [-1.99466, -17.92241, -12.69585], [-0.81165, -17.23083, -12.31885], [3.42412, -17.16244, -10.46398], [4.86349, -16.23350, -9.95853], [5.55254, -15.44967, -10.89534], [6.68870, -14.78284, -10.41133], [7.14888, -14.96391, -9.11696], [6.52897, -15.87403, -8.24222], [5.34406, -16.53760, -8.66993], [4.11790, -18.16182, -11.78716], [3.18499, -18.84139, -12.58386], [3.65088, -19.59755, -13.68368], [5.01436, -19.75747, -13.91323], [5.92677, -19.18090, -13.01191], [5.48520, -18.38769, -11.96015], [-1.16148, -12.52862, -13.89450], [-1.21177, -12.26041, -15.65372], [0.09813, -11.52647, -14.63852], [2.00475, -12.65881, -14.26164], [2.50850, -14.19715, -14.93181], [0.47515, -14.48871, -12.74342], [1.89139, -13.61589, -12.10561], [3.42179, -15.43318, -12.93321], [2.01156, -16.33961, -13.41014], [2.14148, -14.71868, -8.38280], [2.11769, -12.12562, -7.87034], [0.24199, -10.76790, -8.95023], [-1.22692, -11.68150, -10.51589], [-1.13091, -14.16019, -11.12502], [-1.89704, -16.06251, -9.23990], [-3.71090, -17.63263, -9.80035], [-3.86424, -18.71490, -12.04525], [-2.02855, -18.41962, -13.69400], [0.10409, -17.29853, -12.92234], [5.20820, -15.44919, -11.91216], [7.21093, -14.16005, -11.12907], [8.05210, -14.45130, -8.76430], [6.96145, -16.01517, -7.22983], [4.90578, -17.22176, -7.93967], [2.09308, -18.77715, -12.29136], [2.89269, -20.00813, -14.34313], [5.39849, -20.48144, -14.69330], [6.97625, -19.41337, -13.14319], [6.20509, -18.09664, -11.18927], [-4.14933, -20.97537, -11.73565], [-3.75238, -21.91152, -10.96565], [-3.07099, -23.02515, -11.42459], [-2.67188, -24.03641, -10.62772], [-2.91985, -23.95660, -9.23267], [-3.61065, -22.86276, -8.74488], [-4.07821, -21.86026, -9.60745], [-2.82660, -22.91328, -12.51481], [-2.02077, -24.86849, -11.05372], [-2.63328, -24.69456, -8.47905], [-3.80621, -22.73929, -7.69557], [-4.73725, -21.08032, -9.32642]],
  "mulliken_spin": [2.59, 0.07, 0.02, 0.00, 0.04, -0.01, 0.05, -0.03, 0.15, 0.21, 0.10, 0.47, 0.10, -0.04, 0.03, 0.00, 0.00, 0.00, 0.00, 0.01, 0.02, -0.01, -0.03, 0.91, -0.04, 0.11, 0.01, 0.00, -0.16, -0.04, 0.04, 0.00, 0.01, 0.00, -0.01, 0.02, 0.02, 0.00, 0.01, -0.01, 0.02, 0.12, 0.05, 0.00, 0.00, 0.00, 0.00, 0.03, 0.01, 0.03, -0.01, 0.01, 0.00, 0.01, 0.05, 0.01, 0.01, -0.01, 0.02, -0.04, 0.00, -0.01, 0.00, 0.04, 0.00, 0.00, 0.00, 0.01, 0.00, 0.00, 0.00, 0.00, 0.01, 0.00, 0.00, 0.00, 0.00, -0.01, 0.01, 0.00, 0.00, 0.00, 0.00, 0.00, 0.00, 0.00, 0.00, 0.00, 0.00, 0.00, 0.00, 0.00, 0.00, 0.00, 0.00]
}